# 1
# C3H6S3Si

A cluster of 2 separate species, C3H6S3Si in total in a non-equilibrium geometry (ωB97M-V/def2-TZVPD, the OMol25 dataset).

XYZ file:
```
13
Properties=species:S:1:pos:R:3
C -0.78 1.18 0.22
C -0.29 -1.32 0.73
C -0.86 -0.26 -0.29
Si 1.78 0.08 -0.60
S 0.97 1.58 0.81
S 1.54 -1.76 0.60
S 0.06 -0.31 -1.83
H -1.22 2.01 -0.42
H -1.38 1.25 1.25
H -0.69 -1.14 1.74
H -0.72 -2.27 0.30
H -1.96 -0.53 -0.46
H 3.55 1.50 -2.04
```

HOMO energy (alpha / beta) = -8.234 / -8.573 eV
relative energy (zero: lowest compared OMol25 entry of this formula, charge and spin) = 0.0 kJ/mol
multiplicity = 3
calculated total energy = -43588.5278 eV


# 2
# C3H77BBr2NO34P

A cluster of 34 separate species, C3H77BBr2NO34P in total in a non-equilibrium geometry (ωB97M-V/def2-TZVPD, the OMol25 dataset).

XYZ file:
```
119
Properties=species:S:1:pos:R:3
C 0.34 -0.22 0.69
C -0.55 -1.01 -0.30
C -1.61 -1.90 0.40
Br -2.73 -2.78 -1.00
P -2.71 -1.05 1.71
Br -4.04 -0.22 3.45
B -3.63 0.15 0.52
N -3.05 1.36 -0.09
O -4.99 -0.14 0.24
H 1.11 -0.87 1.11
H -0.23 0.33 1.43
H 0.86 0.53 0.09
H -0.97 -0.33 -1.04
H 0.10 -1.68 -0.87
H -1.06 -2.72 0.90
H -3.32 -2.31 1.94
H -1.59 -0.74 2.52
H -3.80 2.06 -0.16
H -2.87 1.13 -1.06
H -5.07 -1.07 0.04
O 0.70 0.94 -2.30
H 0.32 1.81 -2.48
H 1.05 0.66 -3.15
O -1.06 2.39 1.83
H -1.74 2.52 1.16
H -0.81 3.28 2.10
O 3.34 -0.65 -0.49
H 2.68 -0.13 -0.96
H 3.95 0.01 -0.14
O -1.10 -5.27 1.92
H -1.76 -4.72 1.48
H -0.46 -4.64 2.27
O 4.64 -0.35 -3.28
H 4.35 -0.66 -2.41
H 5.44 -0.87 -3.45
O -0.11 3.66 3.95
H -0.11 3.93 4.87
H -0.01 2.70 3.99
O 1.95 5.34 5.28
H 1.55 6.19 5.06
H 2.37 5.07 4.46
O -2.72 5.33 4.91
H -3.05 5.03 5.76
H -1.91 4.83 4.78
O 7.60 -1.54 -2.73
H 8.06 -2.39 -2.66
H 7.69 -1.16 -1.85
O -5.36 3.78 -1.03
H -5.50 4.17 -1.90
H -6.08 3.14 -0.95
O -7.31 -2.14 -0.09
H -8.05 -1.94 -0.68
H -7.02 -1.27 0.21
O -5.32 2.98 4.71
H -4.91 3.47 3.99
H -5.20 2.06 4.46
O -4.53 7.69 3.61
H -3.79 7.16 3.94
H -4.34 7.78 2.67
O 4.34 -3.26 -3.87
H 4.30 -3.41 -2.91
H 4.19 -2.31 -3.96
O -4.02 3.87 7.22
H -4.15 3.51 8.10
H -4.91 3.91 6.86
O -1.50 2.10 8.34
H -1.30 1.36 7.76
H -2.16 2.60 7.85
O 4.93 -2.74 -7.13
H 4.89 -2.89 -6.17
H 4.78 -1.80 -7.23
O 3.23 -5.19 -2.00
H 3.37 -5.95 -2.58
H 2.57 -4.67 -2.46
O 5.24 -1.43 -9.86
H 5.99 -1.70 -10.40
H 5.13 -2.16 -9.24
O -5.71 5.29 9.06
H -6.35 5.79 8.55
H -5.15 5.96 9.45
O 7.88 -3.47 -6.90
H 7.81 -3.82 -6.01
H 6.97 -3.38 -7.19
O 4.34 -4.39 -9.65
H 4.79 -5.24 -9.57
H 4.43 -4.01 -8.77
O 7.91 -3.94 -1.38
H 7.84 -4.31 -0.50
H 7.00 -3.88 -1.68
O 3.28 -8.36 -2.38
H 3.32 -8.10 -1.46
H 3.35 -9.32 -2.37
O -2.84 3.94 10.58
H -2.64 3.20 9.99
H -3.51 4.44 10.10
O 2.27 -0.61 -9.01
H 3.02 -0.88 -9.56
H 2.15 -1.34 -8.39
O 1.09 -1.97 -11.49
H 0.22 -2.23 -11.19
H 1.48 -1.49 -10.74
O -7.24 7.80 9.41
H -7.34 7.66 10.35
H -7.42 8.74 9.29
O -1.32 -1.88 4.72
H -1.35 -2.28 5.59
H -2.25 -1.76 4.48
O -0.04 -2.37 -7.75
H 0.10 -3.13 -8.33
H -0.70 -1.85 -8.21
O 6.28 -8.62 -3.17
H 5.32 -8.54 -3.08
H 6.41 -9.46 -3.60
O -8.12 3.62 0.00
H -8.11 3.41 0.94
H -8.27 4.57 -0.02
O 4.03 3.34 4.40
H 4.50 2.51 4.51
H 4.06 3.75 5.28
```

HOMO energy = -9.458 eV
calculated total energy = -225518.4810 eV


# 3
# C3H7AgO3

A structure of composition C3H7AgO3 in a non-equilibrium geometry (ωB97M-V/def2-TZVPD, the OMol25 dataset).

XYZ file:
```
14
Properties=species:S:1:pos:R:3
C -3.10 -0.07 0.31
O -2.14 0.91 0.46
H -3.83 -0.09 1.14
H -3.68 0.06 -0.63
H -2.64 -1.09 0.25
O 1.47 2.01 0.18
C 2.20 0.92 -0.09
O 1.22 -0.20 -0.08
C 1.63 -1.44 -0.45
Ag -0.30 1.21 0.32
H 2.95 0.67 0.69
H 2.67 0.91 -1.09
H 0.83 -2.16 -0.64
H 2.70 -1.65 -0.37
```

HOMO energy (alpha / beta) = -7.859 / -9.048 eV
relative energy (zero: lowest compared OMol25 entry of this formula, charge and spin) = 0.0 kJ/mol
multiplicity = 3
calculated total energy = -13359.9062 eV


# 4
# C3H7Br2NO2Si

A structure of composition C3H7Br2NO2Si (ωB97M-V/def2-TZVPD, the OMol25 dataset).

XYZ file:
```
16
Properties=species:S:1:pos:R:3
C 2.02 0.48 0.41
C 1.31 -0.42 -0.59
Br 2.23 -2.15 -0.64
C -0.16 -0.61 -0.25
Br -1.09 -1.64 -1.62
Si -1.14 1.00 -0.12
O -2.65 0.71 0.53
N -3.35 -0.58 0.45
O -3.15 -1.22 1.39
H 1.70 0.26 1.43
H 1.79 1.53 0.20
H 3.10 0.35 0.36
H 1.41 -0.04 -1.60
H -0.25 -1.20 0.67
H -1.25 1.60 -1.46
H -0.51 1.93 0.82
```

HOMO energy = -10.075 eV
relative energy (zero: lowest compared OMol25 entry of this formula, charge and spin) = 0.0 kJ/mol
calculated total energy = -156770.3901 eV